# 1
This record from the Open Molecules 2025 dataset describes a molecular structure, C33H47BBeN4O2P2. The level of theory is ωB97M-V/def2-TZVPD.

Last column: Löwdin charge in e.
CARTESIAN COORDINATES (ANGSTROEM)
Be1 1.339 1.590 1.252  0.088
C1 -0.236 -2.999 -0.856  -0.124
C2 0.227 -2.187 0.086  -0.080
C3 0.694 -0.741 -0.093  -0.223
C4 -0.290 0.371 -0.357  -0.258
C5 -1.774 0.018 -0.413  -0.086
C6 -2.253 -0.813 -1.342  -0.113
C7 -1.397 -1.334 -2.449  -0.186
C8 -0.735 -2.718 -2.240  -0.171
C9 -2.724 -3.280 1.494  0.042
H1 -0.161 -4.070 -0.640  0.096
H2 0.548 -2.627 1.045  0.119
H3 1.379 -0.790 -0.950  0.089
H4 1.305 -0.479 0.822  0.059
H5 -0.115 1.171 0.468  -0.023
H6 -0.047 0.872 -1.313  0.107
H7 -2.384 0.542 0.337  0.113
H8 -3.298 -1.068 -1.398  0.109
H9 -0.582 -0.653 -2.761  0.114
H10 -2.060 -1.468 -3.309  0.110
H11 -1.477 -3.494 -2.483  0.108
H12 0.049 -2.850 -3.005  0.119
H13 -3.742 -3.014 1.807  0.079
H14 -2.497 -2.727 0.578  0.041
H15 -2.040 -2.948 2.272  0.074
P1 -0.125 4.079 0.149  1.121
P2 2.883 2.728 0.663  0.885
N1 -1.113 4.608 -1.281  -0.249
N2 -0.622 5.600 1.061  -0.237
N3 3.395 2.343 -1.003  -0.228
N4 4.410 2.655 1.513  -0.239
C10 1.434 4.786 -0.492  -0.408
C11 2.629 4.511 0.440  -0.353
C12 -2.284 3.958 -1.689  -0.142
C13 -2.821 4.642 -2.779  -0.099
C14 -1.969 5.758 -3.045  -0.088
C15 -0.930 5.707 -2.121  -0.154
C16 -1.257 5.550 2.303  -0.154
C17 -1.347 6.838 2.827  -0.102
C18 -0.758 7.725 1.870  -0.089
C19 -0.345 6.938 0.794  -0.158
C20 2.937 1.267 -1.750  -0.134
C21 3.398 1.391 -3.056  -0.076
C22 4.176 2.584 -3.112  -0.078
C23 4.125 3.161 -1.847  -0.174
C24 5.650 3.064 1.015  -0.130
C25 6.548 3.147 2.075  -0.082
C26 5.823 2.817 3.271  -0.088
C27 4.508 2.550 2.903  -0.141
H16 1.370 5.871 -0.631  0.055
H17 1.583 4.321 -1.478  0.087
H18 3.541 4.996 0.069  0.086
H19 2.428 4.887 1.452  0.090
H20 -2.596 3.060 -1.183  0.086
H21 -3.712 4.380 -3.329  0.088
H22 -2.093 6.518 -3.799  0.090
H23 -0.085 6.366 -1.998  0.084
H24 -1.587 4.599 2.698  0.094
H25 -1.767 7.117 3.781  0.087
H26 -0.632 8.794 1.952  0.089
H27 0.147 7.246 -0.119  0.081
H28 2.338 0.515 -1.284  0.048
H29 3.177 0.694 -3.846  0.090
H30 4.721 2.961 -3.952  0.089
H31 4.549 4.084 -1.471  0.096
H32 5.781 3.248 -0.033  0.079
H33 7.585 3.427 1.993  0.090
H34 6.216 2.784 4.274  0.089
H35 3.623 2.282 3.464  0.080
C28 -3.596 -7.589 -0.553  -0.015
C29 -3.213 -6.891 0.745  -0.464
C30 -4.044 -7.489 1.874  -0.018
O1 -3.588 -5.503 0.636  0.136
B1 -2.586 -4.782 1.248  -0.698
O2 -1.463 -5.491 1.593  0.133
C31 -1.654 -6.842 1.068  -0.444
C32 -1.154 -7.804 2.130  -0.016
C33 -0.775 -7.001 -0.171  -0.020
H36 -4.694 -7.593 -0.642  0.096
H37 -3.258 -8.629 -0.553  0.093
H38 -3.187 -7.074 -1.428  0.088
H39 -5.109 -7.262 1.689  0.101
H40 -3.935 -8.582 1.920  0.096
H41 -3.770 -7.057 2.850  0.097
H42 -1.273 -8.837 1.796  0.094
H43 -0.079 -7.625 2.296  0.098
H44 -1.667 -7.676 3.089  0.087
H45 -1.051 -6.299 -0.965  0.085
H46 0.273 -6.814 0.111  0.100
H47 -0.839 -8.022 -0.558  0.091

Cartesian forces, eV/Å:
-0.45 0.12 0.92
0.59 -0.73 -0.07
0.87 0.35 0.48
0.41 -1.06 -0.12
-0.58 1.08 -0.40
0.28 0.43 0.52
0.67 0.81 0.28
0.42 -0.56 -0.81
-0.45 0.02 -0.02
-0.43 0.78 0.32
-0.43 0.28 0.25
-0.32 0.06 -0.55
-0.09 -0.12 0.38
-0.26 -0.19 -0.48
-0.75 -0.54 -0.44
0.06 -0.08 0.40
-0.04 -0.62 -0.33
-0.24 0.04 0.23
-0.57 0.11 0.34
0.23 0.24 -0.14
0.12 0.11 0.15
-0.05 0.06 0.31
0.15 -0.06 -0.14
-0.05 0.02 0.19
0.15 0.15 -0.03
-1.55 3.70 -0.98
0.86 -0.17 -1.20
-0.13 -0.90 -0.29
0.11 -0.76 0.88
0.48 0.37 -0.25
-0.10 0.19 0.01
0.77 -0.10 -0.05
-0.67 0.06 0.27
0.36 0.90 -0.77
0.63 -0.29 0.90
0.77 -0.55 1.15
-0.67 -0.38 -0.30
0.29 0.93 -0.01
0.27 -0.80 -0.77
0.12 -1.36 -0.71
0.03 0.28 0.81
0.66 0.66 -0.72
-0.21 0.11 1.36
-0.39 0.16 1.16
0.20 -0.51 -0.76
0.44 -0.17 1.16
-1.43 -0.20 -0.52
-0.98 -0.06 -0.84
0.97 0.02 -0.19
-0.10 -0.41 -0.03
0.15 0.08 0.19
-0.20 -0.27 0.19
0.08 0.19 -0.18
-0.10 -0.03 -0.03
0.04 -0.05 0.14
0.01 -0.06 -0.02
-0.21 -0.10 -0.14
0.09 0.12 0.03
-0.03 -0.11 -0.08
-0.09 -0.09 -0.06
-0.21 0.01 0.31
0.03 0.01 -0.02
0.10 -0.01 -0.11
0.01 0.18 -0.23
-0.01 -0.22 -0.31
0.15 -0.13 -0.01
0.02 -0.03 0.00
-0.05 0.00 -0.01
0.23 0.01 0.02
-0.09 0.07 -0.14
0.06 -0.37 0.02
-0.26 0.02 0.36
0.67 -0.33 0.21
-0.11 0.16 -0.13
-0.55 -0.69 -0.49
-0.02 0.17 0.00
0.09 -0.08 0.24
0.20 0.16 0.03
0.36 0.03 0.01
0.01 0.08 -0.02
-0.04 -0.13 0.18
0.48 -0.07 0.05
0.05 0.28 0.05
-0.12 -0.16 -0.32
-0.03 -0.02 0.05
-0.40 -0.04 -0.08
0.08 -0.02 -0.25
0.01 -0.10 0.10
-0.35 0.00 -0.10
-0.03 0.13 -0.02

## Properties
- HOMO energy (alpha / beta): -5.645 / -5.931 eV
- LUMO level (alpha / beta): -0.009 / -0.009 Eh
- F_max: 4.13 eV/Å
- DFT total energy: -2377.35668 Eh

# 2
This record from the Open Molecules 2025 dataset describes 8 unconnected molecules or ions with the total composition C33H47FO15. The level of theory is ωB97M-V/def2-TZVPD.

Last column: Löwdin spin population.
CARTESIAN COORDINATES (ANGSTROEM)
C1 1.451 7.080 -3.125  0.000
O1 1.674 5.943 -2.246  0.000
C2 2.460 5.946 -1.161  0.000
O2 3.311 6.781 -0.825  0.000
O3 2.190 4.771 -0.507  0.001
C3 2.871 4.449 0.747  0.008
H1 0.640 6.963 -3.844  0.000
H2 2.319 7.415 -3.693  0.000
H3 1.054 7.888 -2.510  0.000
H4 2.221 3.991 1.492  0.006
H5 3.099 5.386 1.256  0.001
H6 3.682 3.751 0.538  0.002
C4 -3.686 -1.719 2.955  0.005
O4 -4.626 -1.011 2.080  0.001
C5 -4.626 0.386 2.089  0.001
O5 -3.858 1.083 2.816  0.002
O6 -5.386 0.786 1.054  0.000
C6 -5.678 2.165 0.839  0.001
H7 -2.711 -1.323 2.670  0.001
H8 -3.843 -2.796 2.892  0.002
H9 -3.819 -1.357 3.974  0.001
H10 -6.370 2.144 -0.004  0.000
H11 -4.783 2.762 0.663  0.001
H12 -6.234 2.632 1.652  0.000
C7 -2.299 0.537 -3.002  0.000
O7 -3.692 0.375 -3.283  0.000
C8 -4.567 1.335 -2.964  0.000
O8 -4.329 2.192 -2.140  0.001
O9 -5.630 1.173 -3.756  0.000
C9 -6.728 2.161 -3.516  0.000
H13 -2.219 0.688 -1.925  0.000
H14 -1.941 1.438 -3.502  0.000
H15 -1.654 -0.314 -3.222  0.000
H16 -6.651 3.109 -4.050  0.000
H17 -6.782 2.363 -2.446  0.000
H18 -7.725 1.834 -3.811  0.000
C10 5.545 -0.981 6.494  0.001
O10 4.706 -2.001 5.944  0.000
C11 3.347 -1.868 5.786  0.000
O11 2.640 -0.936 6.132  0.001
O12 2.912 -2.974 5.223  0.001
C12 1.591 -3.234 4.915  0.007
H19 6.012 -0.606 5.583  0.000
H20 6.380 -1.392 7.062  0.000
H21 5.053 -0.064 6.818  0.000
H22 1.406 -2.728 3.968  0.005
H23 0.924 -2.913 5.716  0.001
H24 1.439 -4.287 4.679  0.002
C13 5.647 1.043 -4.738  0.001
O13 4.547 1.678 -4.099  0.001
C14 3.305 1.338 -4.466  0.003
O14 3.023 0.554 -5.361  0.001
O15 2.403 1.879 -3.687  0.002
C15 0.978 1.737 -3.908  0.002
H25 5.436 -0.017 -4.879  0.000
H26 6.449 1.079 -4.000  0.000
H27 5.969 1.423 -5.707  0.000
H28 0.618 1.756 -4.937  0.000
H29 0.363 2.471 -3.387  0.000
H30 0.712 0.705 -3.681  0.001
F1 -0.413 1.368 -0.921  -0.003
C16 0.127 1.073 0.340  0.043
C17 1.474 1.367 0.564  0.193
C18 2.109 0.803 1.699  0.144
C19 1.384 0.055 2.619  0.042
C20 -0.027 -0.204 2.405  0.231
C21 -0.675 0.355 1.289  0.183
H31 2.052 1.925 -0.158  0.017
H32 3.161 0.963 1.882  0.015
H33 1.887 -0.244 3.527  -0.003
H34 -0.544 -0.717 3.202  0.027
H35 -1.717 0.135 1.107  0.011
C22 -2.325 -2.495 -0.596  0.003
C23 -3.511 -1.692 -0.767  0.001
C24 -4.532 -2.265 -1.512  0.000
C25 -4.394 -3.541 -2.105  0.001
C26 -3.289 -4.337 -1.896  0.000
C27 -2.153 -3.767 -1.198  0.003
H36 -1.546 -2.121 0.052  0.004
H37 -3.558 -0.681 -0.391  0.000
H38 -5.412 -1.662 -1.680  0.000
H39 -5.202 -3.895 -2.728  0.000
H40 -3.349 -5.320 -2.339  0.000
H41 -1.230 -4.319 -1.105  0.000
C28 2.997 -5.801 1.219  0.001
C29 3.925 -4.845 1.575  0.001
C30 3.657 -3.487 1.444  0.001
C31 2.498 -3.094 0.740  0.006
C32 1.643 -4.063 0.242  0.005
C33 1.907 -5.432 0.453  0.003
H42 3.212 -6.859 1.257  0.000
H43 4.771 -5.193 2.149  0.000
H44 4.334 -2.668 1.638  0.001
H45 2.147 -2.075 0.670  0.001
H46 0.761 -3.759 -0.303  0.000
H47 1.291 -6.178 -0.028  0.000

Cartesian forces, eV/Å:
0.11 0.82 1.21
-0.58 -0.01 -1.00
1.79 0.16 1.34
-2.22 -1.55 -0.96
-0.07 0.87 -0.18
-0.39 0.95 0.04
0.09 -1.28 0.20
0.27 -0.26 0.41
0.50 0.28 0.15
-0.64 -0.47 -0.86
0.94 0.01 -0.42
0.17 0.47 0.07
-0.04 2.17 0.01
-0.75 1.45 0.15
3.80 0.10 1.60
-3.53 -2.30 -2.50
0.06 -0.66 1.05
-0.18 0.33 0.16
0.30 -0.79 -0.06
0.00 0.36 -0.45
-0.24 -0.22 0.12
0.44 0.17 -0.17
-0.02 -0.25 -0.25
0.13 -0.33 0.41
-0.12 1.12 1.68
-0.61 -0.99 -1.33
2.29 0.15 0.44
-1.04 -0.24 -0.62
-2.16 1.48 0.13
0.32 -0.26 0.66
0.29 0.19 -0.15
0.07 -0.05 -0.05
-0.85 -0.28 -0.50
0.99 -0.12 -0.06
0.21 0.07 -0.11
0.47 -1.11 -0.20
0.09 0.95 -2.42
-1.32 -0.60 0.44
-0.50 1.24 0.93
1.35 -0.90 -0.29
2.68 -1.05 0.41
-1.46 0.62 -0.95
0.55 0.20 -0.06
-0.75 -0.15 0.55
-0.40 -0.62 0.92
-0.65 0.33 0.11
-0.08 0.10 -0.17
0.48 -0.10 0.45
0.11 -1.27 0.49
-0.43 0.76 0.03
-0.95 -1.96 -1.43
0.68 0.69 0.33
-0.42 1.81 0.84
-0.22 -1.49 -0.90
-0.21 -0.01 -0.09
0.07 0.33 -0.22
-0.38 0.55 0.15
0.95 0.55 -0.55
0.89 -0.10 0.61
-0.05 0.15 0.82
0.29 0.22 1.17
-0.67 -1.38 1.19
-0.64 0.06 -1.44
-0.29 -0.62 1.56
-1.16 0.55 -1.08
2.44 -0.22 1.62
0.67 1.27 -2.59
-0.15 -0.03 -0.25
0.18 0.14 -0.06
-0.08 -0.34 0.14
-0.30 0.04 -0.03
-0.10 0.16 -0.29
-0.60 -0.21 -0.48
1.31 -2.28 -0.49
0.56 0.24 -0.24
-0.49 0.81 0.74
1.31 1.37 0.38
-2.50 0.40 -0.08
0.32 0.24 -0.14
-0.09 -0.11 0.21
-0.24 -0.14 -0.18
-0.15 -0.17 0.05
0.65 -0.16 0.03
-0.02 -0.02 0.20
-0.11 -0.30 -1.60
0.16 0.42 1.58
-0.79 0.44 -1.68
-0.31 -0.73 0.72
0.16 -0.89 0.17
-0.33 1.14 -0.20
0.18 -0.09 0.50
0.40 0.18 -0.12
0.34 -0.31 0.67
0.51 0.36 -0.05
-0.04 0.02 -0.07
-0.22 -0.10 0.18

## Properties
- HOMO energy (alpha / beta): 0.241 / -4.533 eV
- LUMO level (alpha / beta): 0.084 / 0.084 Eh
- Net charge: -1
- 2S+1: 2
- Expectation value of S²: 0.76
- F_max: 4.91 eV/Å
- DFT total energy: -2513.98019 Eh